(1)
The following is a quantum chemistry calculation of an isolated ion of composition C24H19F2N2S and charge +1, from OMol25.

Structure (XYZ):
```
48
Properties=species:S:1:pos:R:3:mulliken_charge:R:1
F -2.484 4.272 -2.090 -0.31
C -2.413 2.893 -2.023 0.32
C -3.563 2.174 -2.215 -0.67
C -3.465 0.792 -2.171 -0.24
C -2.242 0.174 -1.841 -0.74
C -1.128 0.921 -1.497 0.40
C 0.130 0.174 -0.977 0.43
C 1.403 0.901 -1.420 -0.56
C 2.571 0.262 -1.658 -0.43
C 3.843 0.922 -1.927 0.86
C 3.971 2.334 -1.957 -0.71
C 5.233 2.897 -2.157 0.36
F 5.334 4.272 -2.239 -0.31
C 6.400 2.148 -2.273 -0.62
C 6.269 0.756 -2.199 -0.44
C 5.026 0.166 -2.010 -0.66
C -1.180 2.300 -1.687 -0.84
H -4.516 2.679 -2.448 0.43
H -4.364 0.183 -2.290 0.45
H -2.212 -0.921 -1.849 0.43
H 0.136 -0.860 -1.323 0.48
H 1.312 1.885 -1.869 0.21
H 2.641 -0.830 -1.497 0.30
H 3.107 2.982 -1.889 0.48
H 7.348 2.628 -2.405 0.46
H 7.168 0.136 -2.301 0.37
H 4.952 -0.924 -1.978 0.35
H -0.333 2.957 -1.502 0.54
C -3.798 -3.337 4.275 -0.55
C -2.505 -2.896 3.958 -0.72
C -2.332 -1.965 2.921 0.06
C -3.440 -1.489 2.203 0.68
C -4.717 -1.948 2.539 -0.44
C -4.905 -2.871 3.575 -0.65
S -2.966 -0.399 0.909 0.00
C -1.285 -0.729 1.208 0.52
N -0.088 -0.409 0.667 -0.11
C 0.978 -0.970 1.576 -0.59
C 0.226 -1.741 2.677 -0.67
N -1.151 -1.427 2.377 0.19
H -3.964 -4.054 5.066 0.39
H -1.649 -3.282 4.507 0.40
H -5.555 -1.571 1.965 0.39
H -5.907 -3.218 3.807 0.40
H 1.678 -1.605 1.016 0.35
H 1.491 -0.134 2.082 0.28
H 0.432 -2.831 2.667 0.38
H 0.510 -1.402 3.697 0.34
```

Energy: -44439.193 eV
Charge: +1

=====

(2)
The following is a quantum chemistry calculation of one molecule with the formula C24H19F3N2O2, from OMol25.

Structure (XYZ):
```
50
Properties=species:S:1:pos:R:3:mulliken_charge:R:1
O 5.372 -1.097 0.873 -0.70
C 4.259 -0.534 1.070 -0.21
C 3.278 -0.863 0.158 0.01
C 1.942 -0.361 0.263 -0.85
N 0.971 -0.601 -0.665 0.60
C 0.687 0.367 -1.738 -0.74
C -0.664 0.194 -2.421 -0.51
N -1.242 -1.204 -2.340 0.69
C -2.444 -1.360 -3.000 -0.48
C -2.418 -1.974 -4.186 0.07
C -3.661 -2.393 -4.825 -0.65
C -4.852 -1.991 -4.270 -0.51
C -4.876 -1.449 -2.998 -1.07
C -3.656 -1.032 -2.397 0.16
C -3.675 -0.414 -0.915 0.97
F -3.356 0.868 -0.753 -0.26
F -2.936 -1.143 -0.102 -0.25
F -4.941 -0.552 -0.254 -0.34
C -0.364 -2.341 -1.866 -1.14
C 0.219 -1.874 -0.503 -0.32
C 1.754 0.637 1.353 0.75
C 0.598 1.419 1.645 -0.09
C 0.519 2.411 2.527 -1.49
C 1.436 2.510 3.561 1.05
C 1.257 3.260 4.716 -1.00
C 2.251 3.200 5.686 -0.31
C 3.495 2.646 5.426 -0.64
C 3.679 1.993 4.246 -0.58
C 2.663 1.797 3.325 0.76
C 2.829 0.900 2.269 0.10
O 4.056 0.270 2.135 -0.48
H 3.502 -1.467 -0.696 0.61
H 0.795 1.321 -1.188 0.53
H 1.453 0.390 -2.554 0.24
H -1.380 0.803 -1.852 0.29
H -0.520 0.590 -3.404 0.28
H -1.442 -2.168 -4.622 0.42
H -3.673 -2.987 -5.773 0.33
H -5.681 -2.170 -4.926 0.41
H -5.766 -1.374 -2.543 0.60
H -0.911 -3.251 -1.707 0.46
H 0.419 -2.448 -2.546 0.47
H 0.838 -2.736 -0.125 0.38
H -0.603 -1.666 0.205 0.25
H -0.214 1.212 0.934 0.44
H -0.395 2.859 2.827 0.31
H 0.313 3.731 4.875 0.41
H 2.134 3.717 6.689 0.27
H 4.288 2.825 6.141 0.39
H 4.663 1.530 4.243 0.38
```

Charge: 0
Energy relative to the best compared isomer or geometry (same formula, charge and spin): 3.448 eV

=====

(3)
The following is a quantum chemistry calculation of one molecule with the formula C24H19N3O2, from OMol25.

Structure (XYZ):
```
48
Properties=species:S:1:pos:R:3:mulliken_charge:R:1
C 0.782 -3.430 1.438 -0.16
C 1.546 -3.993 0.658 -0.23
C 2.531 -4.755 -0.087 -0.70
C 3.962 -4.118 -0.003 -0.65
C 4.270 -3.051 -1.124 -1.01
C 3.228 -1.957 -1.172 0.37
N 2.299 -2.116 -2.018 -0.50
C 1.242 -1.232 -1.933 0.73
O 0.338 -1.405 -2.729 -0.64
C 1.108 -0.219 -0.849 0.56
C 0.129 0.822 -0.423 0.72
C -1.143 1.141 -1.106 0.43
C -2.023 0.118 -1.473 -0.10
C -3.166 0.401 -2.198 -0.91
C -3.480 1.714 -2.543 -0.33
C -2.624 2.776 -2.166 -0.96
C -1.482 2.477 -1.396 0.22
C 0.672 1.464 0.684 -0.75
C 0.077 2.528 1.529 -0.23
O 0.810 3.387 1.996 -0.65
C -1.336 2.605 1.852 0.30
C -2.173 1.455 1.761 -0.01
C -3.551 1.590 1.984 -0.73
C -4.099 2.839 2.268 -0.31
C -3.299 3.954 2.352 -0.61
C -1.918 3.825 2.177 -0.47
N 1.903 0.879 0.928 0.04
C 2.163 -0.144 0.019 -0.68
N 3.278 -0.904 -0.212 0.01
H 0.118 -2.993 2.154 0.43
H 2.586 -5.763 0.329 0.37
H 2.209 -4.825 -1.128 0.33
H 4.728 -4.885 -0.120 0.36
H 4.039 -3.636 0.959 0.40
H 4.270 -3.572 -2.091 0.36
H 5.261 -2.602 -0.934 0.37
H -1.772 -0.940 -1.256 0.35
H -3.810 -0.406 -2.502 0.42
H -4.436 1.868 -3.035 0.38
H -2.799 3.816 -2.412 0.40
H -0.824 3.259 -1.057 0.50
H -1.792 0.460 1.497 0.48
H -4.174 0.717 1.939 0.41
H -5.169 2.906 2.525 0.36
H -3.778 4.902 2.583 0.39
H -1.296 4.698 2.234 0.46
H 2.549 1.226 1.630 0.22
H 4.047 -0.879 0.469 0.28
```

Charge: 0
Energy relative to the best compared isomer or geometry (same formula, charge and spin): 3.385 eV

=====

(4)
The following is a quantum chemistry calculation of one molecule with the formula C24H19N3O2, from OMol25.

Structure (XYZ):
```
48
Properties=species:S:1:pos:R:3:mulliken_charge:R:1
C 5.014 2.574 5.364 -0.94
C 5.246 1.218 4.610 -0.67
N 4.519 1.115 3.331 0.18
C 3.135 1.017 3.354 -0.68
C 2.756 0.964 2.018 0.18
C 1.474 0.689 1.468 -0.23
N 0.914 0.957 0.343 -0.41
N -0.435 0.571 0.248 -0.05
C -1.214 0.952 -0.781 0.07
O -0.862 1.686 -1.608 -0.54
C -2.429 0.165 -0.997 0.70
C -3.282 0.308 -2.126 -1.43
C -4.151 -0.875 -2.128 1.25
C -3.763 -1.589 -1.091 0.13
C -4.389 -2.827 -0.749 -1.02
C -5.321 -3.413 -1.575 -0.96
C -5.723 -2.712 -2.730 1.30
C -6.697 -3.297 -3.508 -0.68
C -7.105 -2.673 -4.656 -0.58
C -6.746 -1.393 -4.839 -0.62
C -5.697 -0.802 -4.093 -0.54
C -5.121 -1.442 -2.998 0.39
O -2.715 -0.951 -0.404 -0.42
C 3.932 1.130 1.105 0.47
C 4.159 1.015 -0.277 -0.21
C 5.436 1.186 -0.781 -0.77
C 6.379 1.503 0.161 -0.43
C 6.150 1.639 1.473 -0.68
C 4.981 1.198 1.979 0.14
H 4.834 3.335 4.586 0.30
H 4.110 2.508 6.015 0.31
H 5.979 2.894 5.933 0.31
H 6.327 1.129 4.372 0.37
H 4.987 0.431 5.297 0.35
H 2.570 0.976 4.276 0.44
H 0.831 0.093 2.113 0.31
H -0.801 -0.215 0.910 0.36
H -3.146 1.097 -2.810 0.51
H -4.128 -3.390 0.091 0.44
H -5.779 -4.438 -1.467 0.30
H -7.173 -4.198 -3.294 0.38
H -7.787 -3.088 -5.337 0.42
H -7.243 -0.902 -5.675 0.32
H -5.334 0.212 -4.376 0.31
H 3.408 0.789 -0.899 0.63
H 5.661 0.935 -1.865 0.30
H 7.308 1.942 -0.110 0.36
H 6.932 1.976 2.131 0.31
```

Charge: 0
Energy relative to the best compared isomer or geometry (same formula, charge and spin): 5.196 eV

=====

(5)
The following is a quantum chemistry calculation of C24H19N3O5PtS as an isolated structure, from OMol25.

Structure (XYZ):
```
53
Properties=species:S:1:pos:R:3:mulliken_charge:R:1
Pt 0.155 -0.313 0.851 0.67
C -1.513 -3.643 -1.150 -0.62
C -2.799 -3.696 -0.626 -0.90
C -3.210 -2.737 0.285 -0.45
C -2.322 -1.740 0.672 0.37
C -1.013 -1.695 0.170 -0.14
C -0.621 -2.650 -0.759 -0.29
C -2.618 -0.618 1.541 1.29
C -3.873 -0.329 2.121 -0.93
C -4.016 0.809 2.847 -0.74
C -2.912 1.677 3.036 1.22
C -3.016 2.864 3.796 -0.84
C -1.926 3.663 3.983 -0.65
C -0.686 3.295 3.420 -0.82
C -0.555 2.157 2.676 -0.85
C -1.677 1.333 2.461 0.85
N -1.572 0.187 1.707 -0.36
H -1.196 -4.389 -1.869 0.41
H -3.478 -4.480 -0.933 0.38
H -4.216 -2.767 0.685 0.39
H 0.383 -2.643 -1.166 0.58
H -4.697 -1.009 1.964 0.36
H -4.969 1.067 3.292 0.43
H -3.975 3.119 4.229 0.39
H -2.006 4.571 4.565 0.39
H 0.183 3.921 3.579 0.45
H 0.408 1.898 2.256 0.39
O 6.143 0.936 -1.150 -0.67
S 4.904 1.648 -1.058 1.20
O 4.904 3.078 -1.171 -0.65
N 4.074 1.185 0.276 -0.70
C 2.971 0.578 -0.035 0.44
O 2.167 0.115 0.855 -0.81
C 2.707 0.439 -1.503 0.92
C 1.634 -0.122 -2.147 0.09
C 1.626 -0.139 -3.538 -1.12
C 2.689 0.400 -4.260 -0.43
C 3.774 0.977 -3.605 -0.47
C 3.749 0.985 -2.225 -0.30
H 0.806 -0.525 -1.577 0.12
H 0.788 -0.578 -4.063 0.47
H 2.670 0.371 -5.341 0.40
H 4.602 1.407 -4.153 0.45
N 1.527 3.543 -2.660 -0.55
C 0.132 3.139 -2.713 -0.18
C -0.312 2.564 -1.371 0.38
O -1.325 1.935 -1.225 -0.60
O 0.512 2.873 -0.364 -0.28
H 1.743 4.289 -3.305 0.22
H 2.150 2.769 -2.854 0.00
H 1.258 3.364 -0.785 0.37
H -0.128 2.422 -3.495 0.27
H -0.486 4.028 -2.864 0.45
```

Charge: 0
Energy relative to the best compared isomer or geometry (same formula, charge and spin): 1.079 eV

=====

(6)
The following is a quantum chemistry calculation of C24H19N4O2PtS as an isolated structure, from OMol25.

Structure (XYZ):
```
51
Properties=species:S:1:pos:R:3:mulliken_charge:R:1
Pt 1.551 0.064 -0.361 0.35
O 4.127 1.728 -2.986 -0.60
C 3.293 1.445 -2.169 0.17
N 2.790 0.196 -1.857 -0.03
C 3.256 -1.000 -2.377 0.24
O 4.170 -1.182 -3.134 -0.59
C 2.424 -2.158 -1.849 0.21
C 2.766 -3.469 -2.102 -0.44
C 1.900 -4.466 -1.687 -0.32
C 0.694 -4.113 -1.094 -0.88
C 0.427 -2.779 -0.858 -0.20
N 1.296 -1.818 -1.186 -0.20
C 2.664 2.501 -1.275 0.29
C 2.995 3.831 -1.416 -0.48
C 2.410 4.758 -0.570 -0.31
C 1.504 4.320 0.384 -0.87
C 1.214 2.972 0.469 0.21
N 1.781 2.077 -0.344 0.00
H 3.688 -3.668 -2.631 0.48
H 2.148 -5.508 -1.841 0.46
H -0.039 -4.860 -0.821 0.43
H -0.503 -2.454 -0.420 0.82
H 3.704 4.097 -2.188 0.49
H 2.657 5.808 -0.651 0.46
H 1.027 5.008 1.066 0.41
H 0.513 2.589 1.192 0.45
N 0.659 -0.103 1.533 -0.36
S -0.779 0.104 2.215 0.00
C -1.767 -1.366 1.958 1.07
C -1.115 -2.586 1.958 -0.85
C -1.865 -3.753 1.876 -0.28
C -3.247 -3.688 1.800 -0.59
C -3.891 -2.455 1.822 -0.60
C -3.155 -1.286 1.912 -0.59
C -1.650 1.276 1.221 0.22
C -2.104 2.428 1.847 -0.13
C -2.789 3.377 1.096 -0.67
C -3.009 3.159 -0.255 -0.53
C -2.541 2.002 -0.873 -0.87
C -1.861 1.050 -0.136 0.13
H 1.355 -0.158 2.265 0.24
H -0.035 -2.619 2.023 0.37
H -1.366 -4.713 1.887 0.50
H -3.829 -4.598 1.738 0.42
H -4.970 -2.406 1.774 0.41
H -3.658 -0.327 1.940 0.42
H -1.924 2.584 2.903 0.47
H -3.151 4.279 1.570 0.45
H -3.556 3.891 -0.835 0.42
H -2.721 1.839 -1.927 0.45
H -1.489 0.150 -0.608 0.34
```

Charge: +1
Energy relative to the best compared isomer or geometry (same formula, charge and spin): 0.525 eV

=====

(7)
The following is a quantum chemistry calculation of C24H19N6O6S4SbTi as an isolated structure, from OMol25.

Structure (XYZ):
```
61
Properties=species:S:1:pos:R:3:mulliken_charge:R:1
Ti 13.523 11.028 8.876 0.47
O 18.648 5.380 9.068 -0.64
N 18.980 6.519 8.656 1.00
O 20.125 6.787 8.229 -0.67
C 18.106 7.644 8.642 -0.46
C 18.664 8.849 8.281 -0.62
C 17.883 10.055 8.221 0.59
C 18.368 11.329 7.911 -0.53
C 17.503 12.433 7.825 -1.25
C 16.153 12.249 8.091 0.13
N 15.658 11.059 8.454 0.54
C 16.484 9.977 8.535 0.32
C 15.909 8.722 8.951 -0.18
N 14.626 8.793 9.400 0.23
C 14.033 7.671 9.839 -0.23
C 14.651 6.441 9.838 -1.39
C 15.996 6.364 9.483 -0.17
C 16.687 7.501 9.013 0.24
H 19.726 8.852 8.020 0.49
H 19.453 11.432 7.753 0.36
H 17.893 13.433 7.548 0.37
H 15.454 13.086 7.976 -0.17
H 12.999 7.852 10.122 0.62
H 14.163 5.541 10.175 0.38
H 16.563 5.429 9.592 0.45
S 11.429 16.063 8.046 -0.75
Sb 13.643 15.340 8.184 0.31
S 12.580 12.415 7.184 -0.47
S 12.251 13.030 9.078 -0.30
S 14.637 15.547 10.306 -0.69
C 12.762 9.731 14.149 -1.20
C 13.354 10.653 13.115 0.65
C 14.393 11.604 13.180 -1.07
C 14.753 11.959 11.850 0.55
N 13.892 11.337 10.978 0.45
N 13.080 10.516 11.785 0.09
C 15.914 12.871 11.503 -0.74
H 13.234 9.896 15.127 0.33
H 12.947 8.662 13.825 0.25
H 11.671 9.932 14.255 0.28
H 14.869 12.032 14.078 0.32
H 12.300 9.989 11.376 0.02
H 16.267 13.389 12.395 0.36
H 15.573 13.736 10.852 -0.26
H 16.791 12.360 11.022 0.06
O 11.840 9.994 9.340 -0.55
C 11.728 9.430 8.164 1.16
O 12.682 9.597 7.356 -0.61
C 10.490 8.671 7.810 -0.06
C 10.311 8.257 6.498 -0.43
C 9.213 7.508 6.118 -0.58
C 8.259 7.173 7.086 -0.37
C 8.509 7.528 8.395 -0.01
C 9.551 8.328 8.791 -0.29
N 7.638 7.027 9.431 1.01
O 7.863 7.382 10.592 -0.59
O 6.685 6.311 9.014 -0.64
H 11.037 8.590 5.754 0.46
H 9.108 7.115 5.106 0.36
H 7.351 6.577 6.875 0.42
H 9.627 8.641 9.834 0.63
```

Charge: -2
Energy relative to the best compared isomer or geometry (same formula, charge and spin): 2.322 eV
Spin multiplicity: 3

=====

(8)
The following is a quantum chemistry calculation of C24H20BrN3Tb as an isolated structure, from OMol25.

Structure (XYZ):
```
49
Properties=species:S:1:pos:R:3:mulliken_charge:R:1
Tb -0.031 0.010 1.424 1.09
N 2.538 2.426 2.519 -0.02
C 1.260 2.914 2.606 0.72
C 0.995 4.317 2.895 -0.76
C -0.274 4.652 3.194 -0.20
C -1.315 3.726 3.219 -0.83
C -1.054 2.454 2.815 -0.21
N 0.211 2.107 2.368 -0.11
C 3.012 1.197 2.179 0.71
C 4.399 0.992 2.355 -0.88
C 5.007 -0.096 1.743 -0.38
C 4.194 -1.041 1.195 -0.66
C 2.813 -0.855 1.127 0.08
N 2.212 0.245 1.665 -0.08
H 3.320 3.066 2.722 0.22
H 1.832 5.026 2.800 0.34
H -0.468 5.694 3.423 0.44
H -2.364 3.982 3.444 0.38
H -1.812 1.666 2.694 0.48
H 5.028 1.763 2.820 0.34
H 6.050 -0.281 1.831 0.46
H 4.567 -1.934 0.711 0.39
H 2.185 -1.570 0.525 0.09
Br -0.719 -1.777 3.309 -0.41
C -1.618 -4.537 -4.382 -0.37
C -1.485 -3.151 -4.447 -0.74
C -1.014 -2.482 -3.322 -0.08
C -0.745 -3.178 -2.144 0.78
C -0.824 -4.569 -2.138 -0.47
C -1.240 -5.265 -3.275 -0.64
C -0.388 -2.480 -0.909 -0.84
C -0.414 -1.142 -0.675 0.41
C -1.353 -0.098 -1.064 -0.38
C -2.626 -0.458 -1.588 -0.50
C -3.552 0.533 -1.810 -0.66
C -3.241 1.871 -1.681 -0.52
C -2.028 2.265 -1.194 -0.62
C -1.062 1.296 -1.010 -0.29
H -2.102 -5.011 -5.209 0.39
H -1.766 -2.638 -5.353 0.42
H -0.862 -1.377 -3.373 0.42
H -0.568 -5.073 -1.207 0.35
H -1.316 -6.354 -3.166 0.35
H -0.207 -3.113 -0.048 0.31
H -2.839 -1.506 -1.676 0.50
H -4.530 0.233 -2.202 0.38
H -3.969 2.668 -1.879 0.35
H -1.800 3.318 -1.036 0.44
H -0.036 1.565 -0.795 0.79
```

Energy: -122155.019 eV
Charge: +1
Spin multiplicity: 7

=====

(9)
The following is a quantum chemistry calculation of C24H20Cl2MnN6O2S as an isolated structure, from OMol25.

Structure (XYZ):
```
56
Properties=species:S:1:pos:R:3:mulliken_charge:R:1
Mn 1.310 0.283 -0.515 0.90
N 2.776 -3.815 0.759 -0.45
C 2.138 -2.704 0.306 0.50
S 3.135 -1.423 -0.267 -0.48
N 0.817 -2.775 0.400 -1.39
N 0.186 -1.655 -0.019 1.09
C -1.099 -1.646 0.007 0.29
C -1.929 -2.800 0.438 -0.40
C -2.750 -2.688 1.555 -0.01
C -3.531 -3.761 1.964 -0.73
C -3.501 -4.950 1.251 -0.40
C -2.685 -5.065 0.133 -0.72
C -1.898 -3.998 -0.269 -0.13
C -1.760 -0.387 -0.420 0.48
C -3.134 -0.303 -0.621 -0.99
C -3.680 0.905 -1.021 -0.55
C -2.851 1.998 -1.207 -0.88
C -1.492 1.829 -0.994 -0.31
N -0.962 0.672 -0.614 0.38
H 3.752 -3.916 0.552 0.22
H 2.217 -4.635 0.925 0.24
H -2.776 -1.756 2.108 0.48
H -4.162 -3.667 2.838 0.39
H -4.112 -5.786 1.565 0.39
H -2.658 -5.993 -0.424 0.38
H -1.246 -4.088 -1.128 0.45
H -3.755 -1.175 -0.473 0.48
H -4.747 0.990 -1.188 0.43
H -3.238 2.959 -1.514 0.44
H -0.790 2.645 -1.127 0.51
Cl 2.409 5.412 -5.892 -0.24
C 2.191 4.449 -4.460 0.26
C 2.334 5.051 -3.204 -0.67
C 2.168 4.311 -2.066 0.37
Cl 2.337 5.074 -0.518 -0.23
C 1.852 2.915 -2.085 -0.38
O 1.708 2.271 -0.995 -0.43
C 1.699 2.349 -3.387 1.26
C 1.340 0.965 -3.591 -0.38
O 1.111 0.112 -2.742 -0.47
C 1.877 3.123 -4.549 -1.04
H 2.575 6.103 -3.131 0.44
H 1.262 0.671 -4.652 0.26
H 1.760 2.656 -5.519 0.37
C 1.263 0.189 5.155 -0.83
N 1.291 0.765 3.824 0.15
C 1.388 2.100 3.505 -0.37
C 1.404 2.167 2.146 -0.60
N 1.316 0.896 1.633 0.57
C 1.253 0.083 2.663 -0.68
H 1.271 0.995 5.884 0.29
H 2.137 -0.440 5.318 0.33
H 0.360 -0.402 5.296 0.32
H 1.442 2.861 4.264 0.41
H 1.487 3.021 1.495 0.17
H 1.191 -0.994 2.607 0.47
```

Charge: 0
Energy relative to the best compared isomer or geometry (same formula, charge and spin): 0.000 eV
Spin multiplicity: 6